{"formula": "C23H30IrN6S", "method": "the ωB97M-V functional and the def2-TZVPD basis", "species": ["Ir", "C", "N", "C", "C", "C", "C", "C", "C", "N", "C", "C", "C", "C", "C", "C", "N", "C", "C", "C", "C", "C", "N", "H", "H", "H", "H", "H", "H", "H", "H", "H", "H", "H", "H", "H", "H", "H", "H", "H", "H", "C", "N", "C", "C", "S", "N", "C", "C", "H", "H", "H", "H", "H", "H", "H", "H", "H", "H", "H", "H"], "positions_angstrom": [[-0.08506, 0.11514, -0.28681], [-0.52927, -0.61551, 2.69692], [0.56622, -0.85134, 1.73724], [1.82365, -0.20771, 2.17782], [2.39964, 0.82975, 1.26132], [3.60298, 1.43557, 1.59520], [4.13113, 2.40682, 0.76395], [3.44195, 2.75874, -0.39281], [2.25490, 2.11601, -0.66394], [1.75542, 1.17491, 0.15056], [0.74878, -2.29421, 1.48684], [1.40111, -2.54463, 0.15927], [2.17550, -3.66732, -0.07449], [2.70329, -3.87363, -1.34144], [2.45232, -2.93529, -2.33398], [1.67172, -1.84044, -2.02547], [1.14236, -1.65554, -0.80743], [-1.09867, 0.76423, 2.54717], [-1.68888, 1.42991, 3.60698], [-2.24489, 2.68346, 3.39270], [-2.17566, 3.24129, 2.12270], [-1.57260, 2.51654, 1.11551], [-1.05961, 1.29414, 1.31849], [-0.19486, -0.78565, 3.72371], [-1.33096, -1.33021, 2.49865], [2.59059, -0.96978, 2.33240], [1.66489, 0.27332, 3.14578], [4.11733, 1.14499, 2.50187], [5.06794, 2.88857, 1.01028], [3.81789, 3.51429, -1.06669], [1.67293, 2.34810, -1.54369], [-0.23194, -2.77475, 1.46908], [1.32015, -2.76386, 2.29175], [2.36185, -4.37063, 0.72571], [3.30995, -4.74559, -1.54482], [2.86153, -3.05010, -3.32711], [1.46735, -1.07654, -2.76255], [-1.71151, 0.97305, 4.58706], [-2.71125, 3.22011, 4.20784], [-2.57561, 4.22451, 1.92192], [-1.47780, 2.92181, 0.11792], [-0.52898, 2.82931, -5.80671], [-0.57316, 1.72528, -4.84601], [0.51703, 0.76859, -4.97554], [-1.42493, 1.71378, -3.82891], [-0.99020, 0.84683, -2.35532], [-2.60248, 2.31144, -3.87820], [-3.32953, 2.71041, -2.67762], [-3.37807, 2.41233, -5.11659], [0.49892, 3.18895, -5.86734], [-1.16340, 3.65329, -5.49654], [-0.81871, 2.49578, -6.80380], [0.76154, 0.66580, -6.03118], [0.22963, -0.20327, -4.58538], [1.41514, 1.12081, -4.46038], [-2.64364, 3.05355, -1.90939], [-3.93592, 1.89199, -2.28465], [-3.99994, 3.52624, -2.94123], [-2.90560, 1.87290, -5.93100], [-3.53015, 3.45424, -5.39908], [-4.35985, 1.97114, -4.93921]], "forces_ev_per_angstrom": [[3.8000, 0.2047, 4.0510], [-0.4710, 0.0317, 0.2160], [-0.9480, 0.5793, -1.8201], [0.3512, 0.1835, 0.1491], [0.2444, -0.0111, 0.2282], [-0.0090, 0.0580, -0.0830], [-0.0027, 0.0240, -0.0338], [-0.0855, -0.1979, 0.2020], [-0.0760, 0.3134, -0.4869], [-1.9650, -1.2963, -0.3407], [-0.0770, -0.5029, -0.1827], [0.0280, -0.0580, 0.3582], [0.0186, 0.1074, -0.0834], [-0.0470, 0.0664, 0.0062], [0.0168, -0.0638, 0.1320], [0.1582, -0.0675, -0.2314], [-0.6031, 1.3581, -1.2006], [0.1305, -0.2340, 0.2325], [0.0384, 0.0967, -0.1079], [0.0278, -0.0385, -0.0527], [0.0346, -0.0860, 0.1031], [-0.0932, 0.2739, 0.0264], [0.1483, 0.4249, -1.8568], [0.0463, -0.0313, -0.0508], [0.0834, -0.0631, -0.0555], [-0.0900, -0.0607, 0.0343], [-0.0683, -0.0855, 0.0140], [-0.0141, -0.0185, 0.0128], [0.0097, -0.0100, 0.0209], [-0.0337, 0.0022, -0.0323], [-0.0007, -0.0330, 0.0253], [-0.0378, 0.0991, 0.0583], [-0.0311, 0.0781, 0.0252], [-0.0028, 0.0085, 0.0226], [0.0015, -0.0130, -0.0070], [-0.0230, 0.0239, -0.0222], [-0.0944, -0.0060, 0.0339], [0.0204, -0.0183, 0.0022], [-0.0103, 0.0054, 0.0044], [-0.0038, 0.0015, -0.0401], [-0.0227, -0.0813, -0.0182], [0.0525, 0.1877, -0.3712], [-0.1018, -0.0315, 0.1595], [0.2716, -0.1328, -0.0242], [0.7082, 0.7012, 0.2334], [-0.8663, -1.4346, 0.5780], [0.0976, -0.2247, 0.1448], [-0.2581, 0.0541, 0.2274], [-0.3279, -0.0111, -0.2958], [-0.0031, -0.0368, 0.0755], [-0.0050, -0.0548, 0.0555], [-0.0632, 0.0009, 0.0453], [-0.0758, 0.0058, -0.0042], [-0.0757, 0.0220, -0.0424], [-0.0409, 0.0370, 0.0195], [0.0095, 0.0102, -0.0626], [0.0609, -0.0446, -0.0754], [0.0680, 0.0233, -0.0526], [0.0518, -0.0061, 0.0725], [0.1039, -0.0030, 0.0134], [0.0459, -0.0261, 0.0511]], "spin_multiplicity": 1, "energy_ev": -46927.0343, "total_charge": 3, "lumo_ev": -10.7, "relative_energy_ev": 1.924}


{"formula": "C23H30N3PdSbSe4Si2", "method": "the ωB97M-V functional and the def2-TZVPD basis", "species": ["Pd", "C", "Si", "C", "C", "C", "C", "C", "C", "C", "Si", "C", "C", "H", "H", "H", "H", "H", "H", "H", "H", "H", "H", "H", "H", "H", "H", "H", "H", "N", "C", "N", "C", "C", "C", "C", "C", "C", "H", "H", "H", "H", "H", "H", "Se", "Sb", "Se", "Se", "Se", "C", "C", "C", "C", "C", "C", "N", "H", "H", "H", "H", "H", "H", "H", "H"], "positions_angstrom": [[-1.99226, 0.38469, 2.24780], [-1.53009, -0.48273, -3.62725], [-0.20194, -1.02899, -2.41796], [-0.44029, -2.86907, -2.16321], [1.44336, -0.31302, -2.71086], [2.61344, -0.44660, -3.42628], [3.89253, 0.03640, -3.18735], [4.36296, 0.67125, -1.99995], [3.79514, 0.79530, -0.77321], [2.49145, 0.22974, -0.38938], [1.48334, 0.73639, 1.22430], [0.93806, 2.52447, 1.14015], [2.73111, 0.29970, 2.54181], [-1.20129, -0.77623, -4.62914], [-1.66004, 0.60029, -3.62284], [-2.49152, -0.95835, -3.43968], [-0.76433, -3.33539, -3.09712], [-1.21228, -3.04140, -1.40843], [0.47455, -3.35070, -1.82093], [2.50282, -1.02709, -4.34286], [4.62554, -0.09652, -3.97429], [5.35092, 1.12248, -2.10147], [4.32176, 1.38566, -0.02945], [1.08760, 3.00629, 2.10651], [-0.13066, 2.58619, 0.91944], [1.49239, 3.08430, 0.38143], [3.73649, 0.49153, 2.15530], [2.64811, -0.75735, 2.79316], [2.56918, 0.86798, 3.45569], [1.43121, 0.51789, -1.48252], [0.03574, 0.10874, -0.86848], [0.25373, -0.38914, 0.47323], [1.10597, -1.54669, 0.41534], [0.82375, -2.78212, 0.96553], [1.80012, -3.76612, 0.87553], [3.02525, -3.50880, 0.26429], [3.32257, -2.24215, -0.23220], [2.36025, -1.25313, -0.13832], [1.49457, 1.51203, -1.68719], [-0.59986, 0.99798, -0.82200], [-0.11752, -2.95127, 1.47833], [1.60438, -4.74113, 1.30380], [3.76904, -4.29417, 0.20316], [4.28926, -2.01347, -0.66488], [-1.31188, -3.35233, 4.76078], [-2.48615, -1.27138, 4.34706], [-0.18946, 0.25156, 3.77639], [-3.72099, -0.14176, 6.08344], [-3.68652, -1.34003, 2.17582], [-3.13824, 3.27303, 2.84331], [-3.46262, 2.80620, 1.45693], [-4.05656, 3.49932, 0.42323], [-4.13853, 2.59031, -0.67505], [-3.62263, 1.39012, -0.22917], [-3.60635, 0.07996, -0.94142], [-3.18349, 1.53471, 1.05139], [-3.54740, 2.59753, 3.60100], [-3.56030, 4.26874, 2.99428], [-2.06155, 3.32627, 3.03351], [-4.38376, 4.52777, 0.45877], [-4.55923, 2.76997, -1.65376], [-4.42142, -0.57469, -0.61803], [-2.67774, -0.47057, -0.76284], [-3.71965, 0.24760, -2.01317]], "forces_ev_per_angstrom": [[-0.6026, 0.6980, -0.6710], [0.0335, -0.0018, -0.0198], [-0.1712, -0.1335, -0.0406], [0.0108, 0.0359, 0.0430], [0.2169, 0.1456, 0.0888], [-0.1116, -0.1338, -0.2422], [-0.0449, 0.0110, 0.0740], [0.2140, 0.1113, 0.0210], [0.1007, 0.0227, 0.0082], [-0.1948, -0.0848, -0.0261], [0.0281, 0.0589, -0.2010], [-0.0712, -0.0501, 0.0675], [-0.0400, -0.0439, 0.0675], [0.0302, 0.0118, -0.0185], [-0.0324, 0.0093, 0.0076], [-0.0389, -0.0030, 0.0293], [-0.0193, -0.0154, -0.0151], [-0.0288, -0.0202, -0.0200], [0.0292, -0.0029, 0.0198], [-0.0137, -0.0045, 0.0240], [-0.0142, -0.0205, -0.0337], [-0.0168, 0.0003, 0.0301], [-0.0100, 0.0085, 0.0113], [-0.0027, 0.0123, 0.0221], [-0.0094, 0.0317, -0.0266], [0.0296, 0.0040, -0.0359], [0.0279, 0.0127, -0.0329], [0.0111, -0.0121, 0.0180], [0.0078, 0.0238, 0.0237], [-0.0081, 0.0096, 0.0482], [-0.0058, 0.1202, 0.0136], [0.0551, -0.0339, 0.0964], [0.0212, -0.0563, -0.0336], [-0.1057, 0.0205, 0.0261], [0.0324, -0.0659, -0.0098], [-0.0277, 0.0759, -0.0098], [0.0292, -0.0468, 0.0075], [0.1234, 0.0424, -0.0187], [-0.0077, -0.0106, -0.0043], [0.0119, -0.0165, -0.0486], [0.0179, 0.0057, -0.0195], [0.0118, -0.0142, 0.0046], [0.0041, -0.0242, 0.0064], [0.0037, 0.0008, -0.0050], [-0.1294, 0.0221, -0.0187], [0.5500, -0.1567, 0.7030], [-0.1879, -0.2759, 0.2419], [0.0241, -0.0389, -0.0820], [-0.0438, -0.0480, -0.2259], [-0.0336, 0.0005, -0.0066], [0.0502, 0.2261, 0.2828], [0.0930, -0.1885, -0.2402], [-0.1036, 0.1301, 0.2686], [0.0430, -0.0904, -0.2813], [0.0452, -0.0527, -0.0890], [0.2557, -0.3106, 0.2430], [-0.0212, 0.0357, -0.0375], [0.0030, 0.0017, 0.0398], [-0.0054, 0.0027, -0.0539], [0.0083, 0.0285, -0.0056], [-0.0304, -0.0056, -0.0121], [0.0187, 0.0404, 0.0456], [-0.0167, 0.0113, -0.0043], [0.0079, -0.0099, 0.0065]], "spin_multiplicity": 1, "energy_ev": -315969.0227, "total_charge": -2, "lumo_ev": 4.0}


{"formula": "C23H31B2CoF4Ge2N4O4", "method": "the ωB97M-V functional and the def2-TZVPD basis", "species": ["Co", "C", "C", "N", "O", "B", "F", "F", "O", "N", "C", "C", "C", "N", "O", "B", "F", "F", "O", "N", "C", "C", "C", "H", "H", "H", "H", "H", "H", "H", "H", "H", "H", "H", "H", "C", "Ge", "C", "C", "Ge", "C", "C", "C", "C", "C", "C", "C", "C", "C", "C", "C", "C", "H", "H", "H", "H", "H", "H", "H", "H", "H", "H", "H", "H", "H", "H", "H", "H", "H", "H", "H"], "positions_angstrom": [[-0.09956, -0.20259, -0.28471], [1.82463, -2.47296, -3.21251], [1.17881, -1.95300, -1.99191], [1.00715, -0.63882, -1.74864], [1.51989, 0.23435, -2.52137], [0.44103, 1.45578, -2.98357], [1.17987, 2.25935, -3.72478], [-0.55657, 0.70889, -3.49514], [-0.08069, 2.21590, -1.78270], [-0.57864, 1.53186, -0.78128], [-1.72975, 2.04647, -0.15867], [-2.38359, 3.29515, -0.63881], [-2.16070, 1.25401, 0.87056], [-1.34384, 0.12480, 1.04034], [-1.53566, -0.62310, 2.09636], [-0.43543, -1.62622, 2.34086], [0.79263, -0.95943, 2.32283], [-0.70800, -2.36373, 3.40330], [-0.32654, -2.63143, 1.09718], [0.11461, -2.04986, 0.04172], [0.62548, -2.77775, -0.96046], [0.64982, -4.25663, -0.97255], [-3.34314, 1.47261, 1.73391], [2.33023, -1.68556, -3.76329], [1.05207, -2.90815, -3.85697], [2.52242, -3.27552, -2.96922], [-1.85385, 3.71619, -1.48777], [-2.42860, 4.04300, 0.15591], [-3.41028, 3.08769, -0.94439], [0.11179, -4.66948, -0.12484], [1.68308, -4.61372, -0.95342], [0.20444, -4.62541, -1.89958], [-3.64307, 2.51788, 1.71859], [-3.13390, 1.16545, 2.75770], [-4.18516, 0.87142, 1.37797], [3.63957, -1.49570, 5.02596], [4.64653, -0.26229, 3.96696], [5.35837, -0.84880, 2.28602], [5.20823, 1.42042, 4.68113], [1.70430, 1.84709, 1.26202], [0.60434, 2.40344, 2.73242], [-0.35442, 3.40974, 2.56440], [-1.08488, 3.84601, 3.65651], [-0.87704, 3.27446, 4.90771], [0.06019, 2.26148, 5.07411], [0.78518, 1.81087, 3.98379], [2.53083, 3.06392, 0.06105], [3.83829, 2.79392, -0.37458], [4.44957, 3.62803, -1.28996], [3.73913, 4.69788, -1.82535], [2.42647, 4.95013, -1.43318], [1.81546, 4.13615, -0.50190], [4.33766, -2.28126, 5.33674], [2.84713, -1.96828, 4.44437], [3.22722, -1.02320, 5.91453], [6.11008, -1.61087, 2.52187], [5.84485, -0.04169, 1.74353], [4.59798, -1.32984, 1.67128], [6.14850, 1.20337, 5.20645], [4.50750, 1.81801, 5.41272], [5.42745, 2.15288, 3.90661], [-0.50554, 3.88613, 1.60364], [-1.80765, 4.64292, 3.54017], [-1.44995, 3.62125, 5.75760], [0.21041, 1.82007, 6.05000], [1.48410, 0.99098, 4.11112], [4.38515, 1.94370, 0.01868], [5.46757, 3.44352, -1.60406], [4.21068, 5.34303, -2.55499], [1.88958, 5.78884, -1.85498], [0.80675, 4.36623, -0.18262]], "forces_ev_per_angstrom": [[-0.1329, -0.2635, -0.2968], [0.0141, 0.0114, 0.0395], [0.1136, -0.0617, -0.0214], [-0.0309, 0.2575, 0.1935], [-0.1678, -0.2260, -0.2238], [-0.1264, 0.1879, 0.1330], [0.0174, -0.0183, -0.0090], [0.0331, -0.0351, -0.0557], [0.0822, -0.0861, -0.0020], [-0.0284, 0.0010, 0.0700], [0.0473, -0.0028, -0.0219], [-0.0209, 0.0149, 0.0402], [-0.0690, 0.1177, 0.0303], [0.2492, -0.1045, 0.0809], [-0.0724, -0.0377, -0.0954], [-0.0253, -0.1060, -0.1701], [0.0033, 0.0223, 0.0254], [0.0061, 0.0201, 0.0336], [0.0259, 0.1058, 0.0992], [0.0352, 0.0355, -0.0184], [-0.0318, -0.0290, 0.0600], [0.0004, 0.0066, -0.0305], [0.0065, 0.0309, -0.0109], [0.0047, 0.0037, 0.0061], [0.0047, 0.0003, -0.0115], [0.0002, -0.0056, 0.0010], [0.0035, -0.0014, -0.0031], [-0.0124, -0.0040, -0.0022], [0.0022, 0.0002, -0.0051], [0.0011, 0.0038, 0.0037], [-0.0014, -0.0091, 0.0053], [-0.0027, 0.0011, -0.0034], [-0.0111, -0.0103, -0.0120], [0.0020, 0.0113, 0.0059], [0.0025, -0.0178, 0.0121], [-0.0895, 0.0723, -0.0222], [0.3306, -0.1253, 0.2583], [-0.0483, 0.0367, -0.0167], [-0.0621, 0.0036, -0.0224], [0.1900, 0.4734, 0.4132], [-0.2281, -0.1545, -0.2160], [0.1145, 0.2096, 0.0096], [-0.0152, 0.0074, 0.0083], [0.0123, -0.0080, -0.0047], [-0.0145, 0.0148, -0.0037], [0.0087, -0.1371, 0.0500], [-0.1082, -0.0725, -0.5394], [-0.0093, -0.1632, 0.0775], [-0.0231, 0.0862, -0.0510], [0.0110, -0.0144, 0.0277], [0.0649, 0.0357, -0.0181], [-0.0048, 0.0892, 0.2908], [-0.0063, -0.0119, -0.0130], [0.0258, -0.0132, -0.0165], [0.0151, 0.0078, 0.0005], [-0.0029, -0.0035, 0.0008], [-0.0040, 0.0059, 0.0083], [-0.0105, -0.0133, 0.0252], [0.0001, 0.0043, 0.0015], [-0.0103, -0.0190, -0.0030], [-0.0013, -0.0150, -0.0122], [0.0112, -0.0005, 0.0173], [-0.0024, -0.0003, -0.0062], [0.0034, 0.0015, 0.0002], [0.0033, -0.0074, -0.0030], [-0.0268, -0.0192, -0.0119], [-0.0165, -0.0154, -0.0336], [0.0044, -0.0088, 0.0138], [-0.0030, -0.0122, -0.0086], [-0.0129, -0.0008, 0.0102], [-0.0168, -0.0461, -0.0579]], "spin_multiplicity": 6, "energy_ev": -201359.4917, "total_charge": 3, "lumo_ev": [-10.1, -11.8], "relative_energy_ev": 0.000, "s2": 8.83}